Computed, not measured: a molecular structure, C23H16AuBrF3N at a distorted geometry, with wB97M-V/def2-TZVPD.

Atoms and positions in Å:
Au  -1.08930  -1.33443  0.86343
Br  -2.65910  -3.81122  -0.34040
C  -1.51031  -3.58340  -1.87823
C  -1.68082  -4.56979  -2.81747
C  -0.99583  -4.52162  -4.03537
C  -0.20188  -3.44383  -4.29720
C  0.00099  -2.43549  -3.33244
C  0.83663  -1.34779  -3.63543
C  1.18490  -0.45808  -2.65757
C  0.68256  -0.61781  -1.36367
C  -0.26233  -1.57029  -1.01197
C  -0.61050  -2.50371  -2.03515
H  -2.34925  -5.39171  -2.60826
H  -1.11680  -5.32565  -4.75203
H  0.32187  -3.35342  -5.24256
H  1.21599  -1.26303  -4.64747
H  1.85192  0.36668  -2.88814
H  1.03466  0.05865  -0.60069
C  -1.80738  4.46828  -0.39360
C  -1.11752  4.62067  0.80279
C  -0.45837  3.56211  1.38145
C  -0.46490  2.26944  0.79401
C  -1.19128  2.13974  -0.41555
C  -1.83368  3.20976  -0.98816
N  0.06624  1.19140  1.37149
C  1.17188  1.17200  2.12343
C  2.31337  1.97270  1.85513
C  3.50697  1.76946  2.50882
C  3.62918  0.78970  3.48549
C  2.50862  0.02600  3.80221
C  1.31474  0.20593  3.14830
H  -2.32393  5.30823  -0.84905
H  -1.10246  5.59562  1.28772
H  0.05281  3.69804  2.32593
H  -1.22814  1.16577  -0.88156
H  -2.36788  3.07239  -1.92590
H  2.24080  2.73197  1.08363
H  4.37395  2.37782  2.25487
H  4.57682  0.61956  3.98803
H  2.57882  -0.72623  4.58309
H  0.45575  -0.39545  3.40201
F  -3.53275  -1.43410  2.62001
C  -2.14504  -1.37698  2.73923
F  -1.88080  -2.53555  3.48383
F  -1.98922  -0.39233  3.69295

**Spin multiplicity**: 1
**HOMO-LUMO gap**: 0.188 hartree
**Charge**: -2
**Highest occupied orbital energy**: -0.4 eV

What are the natural (NBO) partial charges on each atom? They are as follows, in elementary charge units:
1. Au 0.360
2. Br 0.037
3. C -0.027
4. C -0.293
5. C -0.239
6. C -0.207
7. C -0.082
8. C -0.240
9. C -0.208
10. C -0.266
11. C -0.356
12. C -0.049
13. H 0.210
14. H 0.191
15. H 0.188
16. H 0.181
17. H 0.195
18. H 0.234
19. C -0.348
20. C -0.201
21. C -0.319
22. C 0.195
23. C -0.233
24. C -0.225
25. N -0.643
26. C 0.194
27. C -0.275
28. C -0.232
29. C -0.344
30. C -0.198
31. C -0.278
32. H 0.177
33. H 0.176
34. H 0.200
35. H 0.214
36. H 0.184
37. H 0.193
38. H 0.177
39. H 0.177
40. H 0.183
41. H 0.230
42. F -0.413
43. C 0.596
44. F -0.420
45. F -0.397

---

Computed, not measured: a molecular structure, C23H16BrN5O3PdS2, with wB97M-V/def2-TZVPD.

Atoms and positions in Å:
Pd  0.02792  1.42069  -0.15596
N  0.03230  -2.68509  2.42208
C  -1.13997  -3.17451  3.02532
C  -1.06839  -4.25441  3.89051
C  -2.21920  -4.76599  4.47967
C  -3.44531  -4.18578  4.20919
C  -3.51191  -3.09092  3.35383
C  -2.37241  -2.58600  2.74864
S  -2.50937  -1.18528  1.67204
N  -0.90775  -0.76547  1.38579
C  0.07882  -1.46348  1.74838
C  1.45574  -0.97300  1.42799
C  2.54944  -1.82984  1.49378
C  3.82124  -1.32482  1.27871
C  3.95969  0.02154  1.01425
C  2.81347  0.79206  0.90642
N  1.58452  0.31348  1.08767
H  0.88143  -2.94219  2.89492
H  -0.10321  -4.70499  4.09497
H  -2.14802  -5.61486  5.14710
H  -4.34825  -4.57198  4.66353
H  -4.46586  -2.61679  3.15259
H  2.41582  -2.88904  1.66268
H  4.68253  -1.97966  1.30965
H  4.92748  0.47154  0.84316
H  2.86153  1.83433  0.62270
O  -2.29600  1.78242  0.86899
N  -3.24835  1.98031  0.00513
C  -4.52729  1.80407  0.41585
C  -5.60148  1.97498  -0.41753
C  -5.35977  2.33923  -1.74333
C  -4.06247  2.51517  -2.15485
C  -2.96270  2.34829  -1.28965
S  -1.35301  2.60822  -1.77695
H  -4.60414  1.52451  1.45537
H  -6.60007  1.82096  -0.03388
H  -6.17826  2.47952  -2.43788
H  -3.83060  2.79317  -3.17339
Br  4.21309  5.15035  -5.30411
C  4.08616  3.34491  -4.72255
C  4.86063  2.38151  -5.34717
N  4.82095  1.10048  -4.99332
C  3.99506  0.76042  -4.00239
C  3.19134  1.66214  -3.31611
C  3.23885  2.99675  -3.68909
C  2.29312  1.19285  -2.17365
O  2.19381  -0.02685  -2.00041
O  1.77297  2.13276  -1.50338
H  5.53011  2.65384  -6.15527
H  3.95455  -0.28480  -3.72266
H  2.62123  3.71524  -3.16737

**Spin multiplicity**: 2
**HOMO-LUMO gap (alpha / beta)**: 0.224 / 0.230 hartree
**Charge**: -1
**Highest occupied orbital energy (alpha / beta)**: -3.8 / -3.9 eV

What are the natural (NBO) partial charges on each atom? They are as follows, in elementary charge units:
1. Pd 0.642
2. N -0.636
3. C 0.231
4. C -0.271
5. C -0.213
6. C -0.233
7. C -0.199
8. C -0.259
9. S 0.523
10. N -0.573
11. C 0.395
12. C 0.158
13. C -0.252
14. C -0.160
15. C -0.248
16. C 0.087
17. N -0.423
18. H 0.393
19. H 0.204
20. H 0.208
21. H 0.209
22. H 0.214
23. H 0.208
24. H 0.211
25. H 0.220
26. H 0.233
27. O -0.621
28. N 0.028
29. C -0.002
30. C -0.298
31. C -0.217
32. C -0.240
33. C 0.004
34. S -0.275
35. H 0.219
36. H 0.210
37. H 0.204
38. H 0.223
39. Br 0.021
40. C -0.135
41. C -0.009
42. N -0.424
43. C 0.050
44. C -0.161
45. C -0.168
46. C 0.756
47. O -0.718
48. O -0.778
49. H 0.190
50. H 0.215
51. H 0.257

---

Computed, not measured: a molecular structure, C23H16BrN6O3PtS2, with wB97M-V/def2-TZVPD.

Atoms and positions in Å:
Pt  -0.99267  -2.03408  0.77187
Br  2.14883  9.56184  -4.39592
C  1.78167  7.87094  -3.64667
C  2.35368  6.73737  -4.21433
C  2.08985  5.49578  -3.67051
C  1.25232  5.39511  -2.56153
C  0.68076  6.53245  -2.00745
C  0.94606  7.78092  -2.54572
N  0.91489  4.16725  -1.92668
N  1.53326  3.17718  -2.34390
C  1.20562  1.93454  -1.74682
C  2.16812  0.96479  -1.91577
C  2.07057  -0.32561  -1.37764
C  0.95653  -0.67120  -0.65450
O  0.79384  -1.87533  -0.09327
C  -0.06468  0.30327  -0.49994
N  -1.17020  -0.11347  0.19627
C  -2.21515  0.66912  0.37193
C  -2.21610  1.96524  -0.15085
C  -1.12537  2.42719  -0.84113
C  0.01447  1.60569  -1.03267
H  2.99835  6.83396  -5.07646
H  2.52323  4.60403  -4.09972
H  0.03352  6.43014  -1.14609
H  0.51016  8.67252  -2.11848
H  3.04367  1.23861  -2.48950
H  2.85727  -1.05159  -1.52846
H  -3.05504  0.25203  0.91247
H  -3.08889  2.58536  -0.00923
H  -1.12024  3.42486  -1.24838
N  -0.29875  -1.34788  2.65521
N  -1.46752  -1.11689  3.41481
C  -2.68846  -1.71670  3.00556
O  -3.60095  -1.76549  3.77718
O  -2.73016  -2.10670  1.74499
H  0.32070  -2.03356  3.08264
H  0.21834  -0.47794  2.54286
H  -1.34431  -1.05649  4.41539
S  -1.85913  -3.04521  -1.13634
C  -1.39840  -4.42705  -0.20092
N  -0.87548  -4.05956  0.94517
C  -0.50104  -5.12774  1.75049
C  0.05451  -5.09128  3.02357
C  0.34153  -6.28915  3.64686
C  0.07984  -7.50995  3.01936
C  -0.47812  -7.55531  1.75670
C  -0.76790  -6.35029  1.12844
S  -1.48534  -6.11238  -0.44967
H  0.25193  -4.15305  3.52423
H  0.77271  -6.28325  4.63830
H  0.31374  -8.43303  3.53076
H  -0.68607  -8.50001  1.27348

**Spin multiplicity**: 1
**HOMO-LUMO gap**: 0.240 hartree
**Charge**: +1
**Highest occupied orbital energy**: -10.6 eV

What are the natural (NBO) partial charges on each atom? They are as follows, in elementary charge units:
1. Pt 1.401
2. Br 0.095
3. C -0.067
4. C -0.219
5. C -0.214
6. C 0.133
7. C -0.193
8. C -0.239
9. N -0.192
10. N -0.162
11. C 0.038
12. C -0.123
13. C -0.257
14. C 0.311
15. O -0.665
16. C 0.072
17. N -0.439
18. C 0.094
19. C -0.265
20. C -0.081
21. C -0.011
22. H 0.236
23. H 0.240
24. H 0.226
25. H 0.238
26. H 0.244
27. H 0.245
28. H 0.246
29. H 0.250
30. H 0.263
31. N -0.605
32. N -0.525
33. C 0.855
34. O -0.572
35. O -0.697
36. H 0.398
37. H 0.408
38. H 0.411
39. S 0.136
40. C -0.096
41. N -0.524
42. C 0.193
43. C -0.239
44. C -0.176
45. C -0.194
46. C -0.176
47. C -0.242
48. S 0.529
49. H 0.198
50. H 0.234
51. H 0.237
52. H 0.239

---

Computed, not measured: C23H16F3N7O in the gas phase at a distorted geometry, with wB97M-V/def2-TZVPD.

Atoms and positions in Å:
N  -4.09565  2.30637  -1.39994
O  -2.19447  -2.43893  4.42221
F  3.97517  -0.61119  4.60472
F  2.29757  0.60090  4.85266
F  2.39836  -1.42178  5.99496
C  -2.95142  2.03939  -1.43975
N  2.31861  -1.88940  2.62660
N  3.31781  2.10507  -1.97947
N  1.44967  3.63815  -2.03450
N  -0.62054  2.85841  -1.80643
C  -1.78101  -2.13469  3.28366
C  2.76593  3.35357  -2.09166
C  1.63021  -2.48333  1.69460
C  -1.52033  1.80424  -1.62654
C  1.79929  -1.31999  3.69269
C  0.21547  -2.60486  1.81611
C  0.40935  -1.39597  3.87035
C  -3.79768  -2.38139  0.29301
C  -2.10912  -0.68575  0.62936
C  -3.74352  -2.21232  -1.09220
C  -0.37551  -2.00481  2.96787
C  -1.99924  -0.51475  -0.80054
C  -1.11696  0.54568  -1.25924
C  -2.90823  -1.67764  1.10691
C  -2.75790  -1.37563  -1.65692
C  2.49809  1.04090  -1.75932
C  0.20197  0.25041  -1.26753
C  0.68134  2.60343  -1.79118
C  1.14784  1.29393  -1.62867
N  -2.88322  -2.02089  2.44997
N  3.58870  4.50288  -2.34247
C  -2.86143  -1.45552  -3.11090
C  2.61705  -0.75997  4.81914
C  4.64177  4.34404  -3.44468
H  2.09028  -2.68017  0.74302
H  -0.48599  -3.09933  1.17081
H  -0.02260  -0.93156  4.79190
H  -4.45055  -3.11559  0.68183
H  -1.69671  -0.07182  1.35271
H  -4.43855  -2.96107  -1.55481
H  2.85295  0.03889  -1.56116
H  0.48154  -0.71773  -0.96706
H  -3.83318  -2.39558  2.79115
H  3.04215  5.33563  -2.44525
H  -3.86885  -1.49272  -3.47189
H  -2.26898  -2.30203  -3.42168
H  -2.41565  -0.50391  -3.47501
H  4.18846  4.15399  -4.42782
H  5.34708  3.53233  -3.23361
H  5.24064  5.31212  -3.56601

**Spin multiplicity**: 1
**HOMO-LUMO gap**: 0.270 hartree
**SMILES**: CNc1ncc2cc(-c3cc(NC(=O)c4ccnc(C(F)(F)F)c4)ccc3C)c(C#N)nc2n1
**Highest occupied orbital energy**: -8.9 eV

What are the natural (NBO) partial charges on each atom? They are as follows, in elementary charge units:
1. N -0.256
2. O -0.588
3. F -0.313
4. F -0.336
5. F -0.300
6. C 0.245
7. N -0.373
8. N -0.467
9. N -0.455
10. N -0.346
11. C 0.637
12. C 0.562
13. C 0.032
14. C 0.128
15. C 0.095
16. C -0.184
17. C -0.153
18. C -0.215
19. C -0.257
20. C -0.179
21. C -0.131
22. C 0.042
23. C -0.127
24. C 0.138
25. C -0.042
26. C 0.139
27. C -0.076
28. C 0.352
29. C -0.175
30. N -0.594
31. N -0.597
32. C -0.628
33. C 0.964
34. C -0.423
35. H 0.199
36. H 0.233
37. H 0.254
38. H 0.209
39. H 0.225
40. H 0.226
41. H 0.206
42. H 0.218
43. H 0.430
44. H 0.395
45. H 0.232
46. H 0.225
47. H 0.211
48. H 0.186
49. H 0.222
50. H 0.210

---

Computed, not measured: C23H17NOS in the gas phase at a distorted geometry, with wB97M-V/def2-TZVPD.

Atoms and positions in Å:
O  -1.36273  3.88102  1.58477
S  -4.23561  -0.27902  1.33334
C  -1.62199  2.66266  1.52831
C  -2.84950  0.67826  1.31881
C  0.20317  2.16754  0.03546
C  -1.02009  1.70463  0.60076
C  2.72449  -3.82191  -5.36354
C  -1.49473  0.58634  6.32260
C  3.50570  -3.72420  -4.13909
C  1.88826  -2.79291  -5.71382
C  -2.81058  1.11647  6.05415
C  -0.54207  0.47973  5.29493
C  0.81183  1.53383  -2.30362
C  1.28450  0.05961  -0.36084
C  3.13205  -2.66181  -3.30697
C  1.62749  -1.73168  -4.88013
C  1.22379  0.56868  -3.12316
C  1.69764  -0.96236  -1.24995
C  -3.10262  1.62955  4.76669
C  -0.90697  0.85824  3.92983
C  0.84806  1.31771  -0.89726
C  2.17943  -1.69302  -3.64486
C  1.69370  -0.68594  -2.62336
C  -2.22210  1.42750  3.67003
N  -1.84071  0.54861  0.42578
C  -2.72108  1.89779  2.23231
H  0.70211  3.08829  0.41287
H  2.85184  -4.66483  -6.12851
H  -1.26715  0.37234  7.31088
H  4.27069  -4.48508  -3.83012
H  1.33766  -2.81505  -6.69790
H  -3.55305  1.19079  6.86671
H  0.49442  0.00864  5.40851
H  0.32368  2.44836  -2.52777
H  1.18616  -0.17184  0.73399
H  3.54165  -2.82935  -2.32871
H  0.81895  -1.05400  -5.23426
H  1.25902  0.69144  -4.20987
H  1.84220  -1.97288  -0.94215
H  -4.07449  2.02410  4.68851
H  -0.26614  0.72723  3.19115
H  -1.98407  0.16196  -0.49020
H  -3.57282  2.51456  2.28566

**Spin multiplicity**: 1
**HOMO-LUMO gap**: 0.298 hartree
**SMILES**: O=C1/C(=C/c2ccc(-c3ccccc3)cc2)NC(=S)[C@H]1c1ccccc1
**Highest occupied orbital energy**: -8.5 eV

What are the natural (NBO) partial charges on each atom? They are as follows, in elementary charge units:
1. O -0.520
2. S -0.106
3. C 0.557
4. C 0.162
5. C -0.122
6. C 0.018
7. C -0.215
8. C -0.215
9. C -0.196
10. C -0.203
11. C -0.184
12. C -0.200
13. C -0.212
14. C -0.187
15. C -0.216
16. C -0.211
17. C -0.150
18. C -0.201
19. C -0.215
20. C -0.207
21. C -0.109
22. C -0.057
23. C -0.031
24. C 0.030
25. N -0.590
26. C -0.425
27. H 0.258
28. H 0.219
29. H 0.211
30. H 0.226
31. H 0.214
32. H 0.220
33. H 0.224
34. H 0.220
35. H 0.222
36. H 0.215
37. H 0.217
38. H 0.212
39. H 0.220
40. H 0.217
41. H 0.196
42. H 0.441
43. H 0.273